(1)
Density functional theory data (ωB97M-V/def2-TZVPD) for a 2-piece molecular cluster, C2H7N2O2 overall at a distorted geometry.

The geometry in XYZ format:
```
13
Properties=species:S:1:pos:R:3:nbo_charge:R:1
C 2.483 0.032 0.542 -0.081
C -1.756 0.062 -0.070 0.596
N 1.240 -0.167 0.445 -0.065
N -2.250 1.071 0.562 -0.690
O 0.449 0.171 -0.513 -0.567
O -1.514 -1.129 0.522 -0.665
H 3.145 -0.144 1.437 0.231
H 3.009 0.398 -0.281 0.214
H -1.856 0.131 -1.198 0.231
H 0.849 -0.608 1.311 0.369
H -2.415 1.100 1.579 0.448
H -2.611 1.708 -0.047 0.429
H -1.111 -1.890 0.054 0.550
```

**Orbital gap**: 10.2 eV
**Energy above the lowest of the compared OMol25 structures with the same formula, charge and spin**: 86.8 kcal/mol
**Total charge**: +1


(2)
Density functional theory data (ωB97M-V/def2-TZVPD) for a 7-piece molecular cluster, C24H63ClN3O16 overall at a distorted geometry.

The geometry in XYZ format:
```
107
Properties=species:S:1:pos:R:3:lowdin_charge:R:1
Cl -2.910 -0.661 -1.474 0.610
O -2.567 0.309 -0.452 -0.363
O -4.016 -0.163 -2.183 -0.335
O -1.777 -0.952 -2.305 -0.356
O -3.305 -1.889 -0.863 -0.366
C 4.267 3.263 -3.020 -0.130
O 3.562 2.719 -1.969 -0.226
C 4.098 2.839 -0.664 -0.204
C 3.078 2.421 0.389 -0.171
N 2.837 0.933 0.230 -0.029
C 1.630 0.501 1.006 -0.191
C 1.401 -0.999 1.003 -0.205
O 0.418 -1.369 1.986 -0.207
C -0.427 -2.476 1.743 -0.109
H 3.635 3.224 -3.908 0.089
H 5.199 2.765 -3.289 0.084
H 4.384 4.346 -2.996 0.088
H 4.377 3.887 -0.554 0.119
H 4.989 2.213 -0.622 0.121
H 2.142 2.979 0.346 0.110
H 3.669 2.566 1.293 0.114
H 2.689 0.834 -0.764 0.063
H 0.758 0.948 0.529 0.107
H 1.591 0.872 2.031 0.105
H 2.329 -1.566 1.068 0.115
H 1.005 -1.302 0.034 0.115
H -1.134 -2.546 2.569 0.076
H 0.190 -3.374 1.755 0.087
H -1.054 -2.319 0.865 0.080
C 7.457 0.758 -3.079 -0.126
O 6.298 0.441 -2.356 -0.208
C 5.642 -0.766 -2.741 -0.206
C 4.460 -0.566 -3.695 -0.162
N 3.353 0.118 -2.944 -0.049
C 2.179 0.354 -3.766 -0.188
C 1.507 -0.962 -4.265 -0.239
O 1.853 -1.287 -5.567 -0.187
C 0.963 -2.229 -6.193 -0.093
H 7.151 0.770 -4.125 0.084
H 8.295 0.074 -2.946 0.081
H 7.841 1.721 -2.743 0.086
H 5.348 -1.376 -1.887 0.123
H 6.366 -1.402 -3.252 0.108
H 4.151 -1.470 -4.220 0.117
H 4.832 0.121 -4.455 0.108
H 3.746 1.000 -2.646 0.042
H 2.339 1.070 -4.573 0.108
H 1.447 0.954 -3.226 0.112
H 0.456 -0.701 -4.148 0.104
H 1.595 -1.838 -3.622 0.127
H 1.225 -3.268 -5.994 0.086
H 1.124 -2.155 -7.269 0.072
H -0.112 -2.051 -6.149 0.085
C -1.481 3.274 1.326 -0.062
O -1.497 3.467 2.790 -0.200
C -1.008 2.286 3.475 -0.216
C -1.036 2.446 4.969 -0.199
N -0.333 3.689 5.408 -0.066
C -0.281 3.837 6.877 -0.185
C 0.458 2.741 7.710 -0.253
O -0.266 1.590 7.711 -0.213
C 0.349 0.331 7.890 -0.082
H -1.875 4.027 0.644 0.088
H -1.950 2.301 1.178 0.053
H -0.475 3.084 0.951 0.058
H 0.049 2.125 3.259 0.104
H -1.459 1.378 3.075 0.125
H -0.508 1.554 5.308 0.111
H -2.039 2.523 5.387 0.117
H -0.676 4.391 4.769 0.095
H -1.336 3.852 7.148 0.103
H 0.154 4.827 7.016 0.110
H 0.659 3.072 8.728 0.116
H 1.419 2.663 7.202 0.118
H -0.193 -0.323 7.206 0.088
H 0.220 0.004 8.922 0.083
H 1.395 0.373 7.586 0.088
C -6.274 2.765 1.483 -0.219
C -5.174 2.303 0.522 -0.240
O -5.587 1.140 -0.204 -0.091
O -6.025 4.135 1.885 -0.080
H -6.515 2.016 2.237 0.117
H -7.205 2.784 0.917 0.110
H -4.314 1.991 1.113 0.097
H -4.837 2.971 -0.271 0.125
H -4.852 0.867 -0.758 0.009
H -5.435 4.192 2.641 0.074
C -3.261 -3.408 -5.049 -0.215
C -2.500 -3.957 -3.874 -0.230
O -1.100 -3.629 -3.878 -0.086
O -2.994 -4.117 -6.301 -0.078
H -3.381 -2.326 -5.118 0.122
H -4.267 -3.679 -4.727 0.108
H -2.530 -5.044 -3.798 0.120
H -2.914 -3.609 -2.927 0.099
H -0.922 -2.988 -3.187 0.047
H -3.804 -4.117 -6.816 0.065
C -3.637 -5.308 0.356 -0.212
C -3.427 -4.744 1.777 -0.253
O -3.794 -5.692 2.747 -0.081
O -2.883 -6.527 0.305 -0.061
H -3.394 -4.533 -0.370 0.103
H -4.718 -5.412 0.272 0.112
H -3.863 -3.773 2.013 0.126
H -2.340 -4.723 1.857 0.101
H -3.736 -5.355 3.644 0.086
H -3.176 -7.054 1.052 0.069
```

**Orbital gap**: 8.8 eV
**Energy above the lowest of the compared OMol25 structures with the same formula, charge and spin**: 0.0 kcal/mol
**Total charge**: -1


Number 1: total energy -340.04174 hartree. Number 2: total energy -2780.05867 hartree.